# 1
A structure of composition C39H36AsBrIrN3O4. Source: OMol25; level of theory: ωB97M-V with the def2-TZVPD basis set.

Atoms and positions in Å:
Ir1 -0.3634 0.2132 1.5597
C1 -1.5926 -1.5461 3.7435
O1 -0.3918 -0.8038 3.4077
C2 0.1067 0.0987 4.4287
C3 -0.6522 1.3903 4.3594
O2 -0.5146 1.8669 2.9919
C4 -1.5434 2.8142 2.6305
C5 -2.8544 2.0978 2.3566
O3 -2.5283 0.8939 1.6562
C6 -3.6610 0.1843 1.1289
H1 -1.4250 -2.0637 4.6862
H2 -1.7339 -2.2657 2.9418
H3 -2.4506 -0.8792 3.8202
H4 1.1555 0.2678 4.1809
H5 0.0409 -0.3786 5.4061
H6 -0.2423 2.1339 5.0431
H7 -1.7110 1.2456 4.5815
H8 -1.1841 3.3150 1.7377
H9 -1.6450 3.5558 3.4227
H10 -3.4928 2.7351 1.7401
H11 -3.4055 1.8444 3.2661
H12 -4.1456 0.7827 0.3566
H13 -4.3729 -0.0289 1.9277
H14 -3.2900 -0.7482 0.7115
Br1 -6.8880 3.3741 -6.2640
C7 -5.2242 2.5625 -6.0714
C8 -4.2281 2.8025 -7.0150
C9 -3.0095 2.1728 -6.8789
C10 -2.7873 1.3361 -5.7801
C11 -3.7919 1.0874 -4.8316
C12 -5.0091 1.7029 -4.9831
N1 -1.5383 0.7206 -5.7459
N2 -1.0950 0.0154 -4.8884
C13 -1.0663 -0.2955 -3.5741
C14 -1.0931 -1.6477 -3.1996
C15 -0.9903 -2.0372 -1.8772
C16 -0.8038 -1.0751 -0.8882
O4 -0.6853 -1.3673 0.3803
C17 -0.6703 0.2960 -1.2680
N3 -0.3285 1.1463 -0.2556
C18 -0.0709 2.4110 -0.5399
C19 -0.1805 2.9153 -1.8411
C20 -0.5455 2.0809 -2.8679
C21 -0.7937 0.7238 -2.5942
H15 -4.4193 3.4588 -7.8518
H16 -2.2204 2.3130 -7.6059
H17 -3.6270 0.3980 -4.0134
H18 -5.8145 1.5186 -4.2865
H19 -1.1947 -2.3919 -3.9789
H20 -1.0168 -3.0828 -1.6022
H21 0.2822 3.0350 0.2704
H22 0.0548 3.9544 -2.0228
H23 -0.6010 2.4591 -3.8813
C22 5.3984 1.3072 3.7187
C23 4.8024 0.1631 4.2318
C24 3.7398 -0.4255 3.5615
C25 3.2840 0.1428 2.3750
C26 3.8769 1.2915 1.8577
C27 4.9390 1.8702 2.5346
As1 1.8641 -0.6975 1.4062
C28 1.9298 -2.5842 1.6841
C29 1.6548 -3.3231 2.8232
C30 1.8101 -4.7021 2.7827
C31 2.2299 -5.3186 1.6109
C32 2.5030 -4.5726 0.4728
C33 2.3561 -3.1919 0.4954
C34 2.6074 -2.2864 -0.6530
C35 3.0304 -2.6773 -1.9181
C36 3.2057 -1.7249 -2.9128
C37 2.9667 -0.3779 -2.6650
C38 2.5578 0.0309 -1.4022
C39 2.3903 -0.9253 -0.4130
H24 6.2336 1.7568 4.2385
H25 5.1765 -0.2821 5.1438
H26 3.3015 -1.3383 3.9477
H27 3.5359 1.7238 0.9241
H28 5.4166 2.7536 2.1331
H29 1.3374 -2.8447 3.7406
H30 1.6096 -5.2952 3.6644
H31 2.3505 -6.3932 1.5853
H32 2.8387 -5.0739 -0.4252
H33 3.2379 -3.7171 -2.1330
H34 3.5500 -2.0351 -3.8904
H35 3.1207 0.3514 -3.4493
H36 2.3981 1.0836 -1.1991

Forces on the atoms, in the same order (eV/Å):
-0.245 0.096 0.224
0.060 -0.061 0.050
-0.149 0.086 -0.113
0.079 -0.035 -0.027
-0.065 -0.065 0.054
0.403 -0.095 -0.100
-0.102 -0.018 -0.068
0.056 0.000 0.077
0.162 -0.080 -0.153
-0.080 -0.039 0.024
0.000 -0.004 -0.006
-0.005 0.004 -0.002
-0.005 0.010 0.010
0.012 -0.031 0.063
-0.086 0.014 -0.001
0.039 0.022 -0.050
0.011 0.001 0.020
0.016 0.008 -0.002
-0.014 -0.018 0.015
-0.013 -0.019 0.001
0.019 0.001 0.009
0.013 0.000 0.009
0.007 0.004 0.004
0.010 0.006 -0.002
0.009 0.002 0.003
-0.005 0.003 0.004
0.010 -0.005 -0.011
0.002 0.021 0.002
-0.018 -0.037 -0.036
0.005 0.004 0.013
-0.003 -0.001 0.005
0.024 0.091 0.020
0.052 -0.102 -0.044
-0.038 0.083 0.034
0.038 -0.014 0.031
-0.012 0.012 -0.045
0.076 0.062 -0.003
-0.138 -0.088 0.062
0.010 -0.020 0.017
-0.085 -0.068 0.032
0.126 -0.044 0.004
0.056 -0.007 -0.029
-0.033 -0.020 0.011
0.095 -0.061 -0.016
-0.005 -0.003 -0.001
-0.002 -0.008 -0.003
-0.012 -0.002 -0.006
0.003 -0.002 0.002
-0.043 -0.003 0.009
-0.043 0.001 0.004
-0.068 0.015 0.015
-0.017 0.005 0.006
-0.014 0.013 0.012
0.006 -0.007 0.012
0.005 0.016 -0.003
0.007 -0.020 -0.013
-0.108 0.054 0.062
-0.029 0.019 0.049
-0.013 0.016 -0.018
0.080 0.337 -0.111
-0.074 0.028 -0.079
0.026 0.020 0.011
-0.001 0.002 -0.005
-0.006 0.001 0.007
0.026 0.006 -0.018
-0.030 -0.045 0.002
-0.017 0.003 0.014
-0.004 0.000 -0.001
0.012 -0.021 0.001
-0.025 0.022 0.017
0.071 -0.036 -0.016
-0.048 0.000 -0.009
0.001 0.001 -0.002
-0.004 0.004 0.005
0.017 -0.007 -0.019
0.007 -0.001 -0.009
0.005 0.000 0.002
-0.018 0.003 0.003
0.002 0.000 0.000
0.007 0.001 0.002
-0.002 -0.011 0.006
-0.014 -0.001 -0.007
-0.009 -0.005 -0.005
0.021 0.008 0.005
0.019 0.002 -0.012

Lowest unoccupied orbital energy (spin up / spin down)   -8.879 / -9.636 eV
E_tot   -6886.12860 a.u.
Total charge   +3
HOMO level (spin up / spin down)   -15.4 / -15.5 eV
Spin multiplicity   2

# 2
A structure of composition C39H36Br3N7O6 in a non-equilibrium geometry. Source: OMol25; level of theory: ωB97M-V with the def2-TZVPD basis set.

Atoms and positions in Å:
C1 -0.5766 -0.2680 -1.0652
Br1 -1.5724 -0.3679 -2.7258
Br2 -0.0820 1.5958 -0.7793
Br3 1.0363 -1.3664 -1.1620
H1 -1.1122 -0.5901 -0.1795
C2 3.6601 3.3157 2.9520
C3 4.4450 2.1927 2.6548
C4 4.3978 1.6316 1.3942
C5 3.5418 2.1546 0.4366
C6 2.6794 3.1807 0.7575
C7 2.7354 3.7571 2.0099
N1 3.6046 1.6585 -0.9504
O1 3.0470 2.3205 -1.8049
O2 4.2587 0.6619 -1.1543
H2 3.6979 3.7738 3.9301
H3 5.1919 1.8837 3.3744
H4 5.1228 0.8940 1.0694
H5 2.0230 3.5329 -0.0267
H6 2.1605 4.6462 2.2395
C8 1.2546 -7.0908 0.7825
C9 0.4355 -7.2275 1.8926
C10 -0.1939 -6.1387 2.4756
C11 0.0466 -4.9012 1.8945
C12 0.8675 -4.7214 0.7871
C13 1.4872 -5.8338 0.2521
N2 -0.5803 -3.7193 2.4927
O3 -0.3012 -2.6343 2.0037
O4 -1.3395 -3.8621 3.4260
H7 1.7002 -7.9596 0.3179
H8 0.2742 -8.2372 2.2517
H9 -0.8631 -6.2480 3.3145
H10 0.9657 -3.7182 0.4014
H11 2.1130 -5.7130 -0.6237
C14 0.2345 1.8795 4.0708
C15 1.2186 1.4808 4.9625
C16 2.1056 0.4917 4.5733
C17 1.9863 -0.1108 3.3379
C18 0.8943 0.1791 2.5256
C19 0.0045 1.1754 2.8866
N3 2.9637 -1.1136 2.9526
O5 2.8417 -1.6824 1.8832
O6 3.8718 -1.3375 3.7293
H12 -0.3795 2.7348 4.3272
H13 1.3245 1.9907 5.9092
H14 2.9209 0.1843 5.2160
H15 0.7246 -0.4134 1.6359
H16 -0.8640 1.4279 2.2971
N4 -6.2330 1.2440 -1.8728
C20 -7.1581 2.1685 -2.1247
C21 -6.9795 3.1980 -3.0293
C22 -5.7740 3.2141 -3.7326
C23 -4.8307 2.2361 -3.5046
C24 -5.1023 1.2436 -2.5627
H17 -8.0612 2.0581 -1.5331
H18 -7.6802 4.0016 -3.2030
H19 -5.5559 3.9921 -4.4543
H20 -3.9062 2.2277 -4.0683
H21 -4.3705 0.4699 -2.3606
N5 -2.7180 5.2958 -4.7095
C25 -2.7526 4.3776 -5.6917
C26 -1.9849 3.2300 -5.7001
C27 -1.1289 2.9827 -4.6300
C28 -1.0682 3.9364 -3.6340
C29 -1.8713 5.0726 -3.7109
H22 -3.4856 4.6016 -6.4573
H23 -2.1244 2.5270 -6.5120
H24 -0.4767 2.1208 -4.6088
H25 -0.3619 3.7601 -2.8339
H26 -1.8204 5.8173 -2.9260
N6 -3.2143 -0.5520 1.0992
C30 -4.3173 0.1285 0.8242
C31 -5.0426 0.8468 1.7702
C32 -4.6279 0.7615 3.0916
C33 -3.4891 0.0262 3.4016
C34 -2.8133 -0.6168 2.3749
H27 -4.6402 0.1706 -0.2071
H28 -5.8965 1.4522 1.5038
H29 -5.2175 1.2912 3.8298
H30 -3.1908 -0.0515 4.4386
H31 -1.8762 -1.1293 2.5538
N7 5.8947 -2.2610 -1.1823
C35 4.6363 -2.5841 -0.9215
C36 3.8648 -3.3784 -1.7737
C37 4.4493 -3.8872 -2.9181
C38 5.8077 -3.6724 -3.1324
C39 6.4529 -2.8066 -2.2639
H32 4.1810 -2.2314 -0.0031
H33 2.8264 -3.5985 -1.5627
H34 3.8660 -4.4827 -3.6105
H35 6.3231 -4.1323 -3.9629
H36 7.4950 -2.5566 -2.4353

Forces on the atoms, in the same order (eV/Å):
0.833 0.314 -0.337
0.014 -0.275 0.577
-0.166 -0.365 0.110
-0.347 0.363 -0.087
-0.557 -0.081 -0.334
-0.435 -1.013 -0.363
0.095 0.992 0.248
0.617 -0.150 -0.689
-0.053 -0.063 0.721
-0.190 0.096 -0.727
0.428 0.509 0.435
0.166 0.303 0.181
-0.106 -0.100 0.001
-0.052 -0.217 -0.083
0.143 0.086 -0.017
-0.091 -0.291 -0.039
-0.184 -0.207 0.217
-0.023 0.191 0.153
-0.255 -0.181 -0.094
0.015 0.284 0.076
-0.116 -0.624 -0.063
0.254 0.022 -0.441
0.081 -0.255 0.124
-0.345 0.035 0.605
0.017 0.204 -0.543
-0.064 0.485 -0.250
0.009 -0.192 0.082
0.025 -0.152 0.079
0.038 -0.033 0.091
-0.131 0.152 0.251
0.046 0.092 0.056
0.213 -0.048 -0.111
0.047 -0.057 0.065
-0.364 -0.073 0.082
0.127 0.147 -0.573
0.592 -0.097 0.565
-1.139 0.510 0.188
-0.008 -0.436 -0.491
0.459 0.391 0.691
0.424 -0.514 -0.136
-0.301 0.243 -0.015
0.061 0.067 0.075
-0.186 -0.141 -0.014
0.096 -0.067 0.047
-0.057 0.061 -0.010
0.196 0.097 -0.045
0.126 -0.080 -0.262
-0.097 -0.658 0.181
-0.046 0.035 0.315
0.725 0.069 -0.387
-0.164 0.212 0.014
0.181 -0.476 -0.053
-0.081 0.869 -0.371
-0.062 0.205 -0.088
-0.302 -0.202 0.161
-0.088 0.056 0.046
0.030 0.005 0.099
-0.096 -0.038 0.086
0.155 -0.262 -0.183
-0.315 0.601 0.655
-0.217 -0.338 -0.078
-0.091 0.464 -0.550
0.305 -0.188 0.090
0.161 -0.345 0.018
0.142 -0.189 -0.245
0.207 -0.024 0.004
-0.109 -0.108 0.055
-0.153 0.307 0.185
-0.078 0.080 -0.011
0.338 -0.340 0.145
-0.349 0.645 -0.173
0.360 -0.374 0.308
-0.155 0.170 -0.390
-0.541 0.016 0.191
0.016 0.503 -0.058
0.044 -0.138 -0.044
-0.053 -0.124 -0.193
0.240 -0.087 0.253
0.283 -0.092 -0.079
-0.174 -0.166 0.085
0.114 -0.100 0.052
-0.602 -0.382 -0.197
0.222 0.174 -0.091
0.208 -0.362 0.007
-0.541 0.326 0.073
0.332 -0.122 0.042
0.215 0.238 0.018
-0.009 0.102 0.120
0.045 -0.048 0.023
0.055 0.122 -0.061
-0.008 0.034 0.030

Lowest unoccupied orbital energy   -0.642 eV
E_tot   -10064.21143 a.u.
HOMO level   -9.4 eV
Spin multiplicity   1